1.
Below is a cluster of 10 separate species, C5H28NO11 in total, with properties calculated with ωB97M-V with the def2-TZVPD basis set.

Cartesian coordinates (Å):
O  -4.46255  0.13009  -1.37282
O  -1.89107  0.43262  4.07931
O  -0.74555  2.12043  -0.67985
O  2.68219  2.56613  -2.41253
O  -3.46366  2.57116  -1.68372
O  1.79472  2.65784  1.12514
O  -0.18607  -1.03715  1.68063
O  -0.38387  2.23862  2.80725
O  3.32900  -0.01647  -1.93243
O  2.15415  -3.08367  1.16691
O  0.32878  -4.19740  -0.70342
N  1.90383  0.10656  0.26993
C  0.16494  -0.67795  -1.39373
C  -1.08791  -1.07975  -0.60177
C  2.62054  -0.96644  -1.76827
C  -0.89922  -1.47798  0.81040
C  1.50986  -0.94107  -0.70942
H  -0.60207  1.34228  3.15816
H  2.85747  0.06217  0.62135
H  -1.65211  2.45982  -0.61206
H  0.59101  -5.06653  -0.40046
H  3.57590  2.26362  -2.58764
H  -1.86925  -0.32106  -0.67027
H  2.69288  3.52516  -2.47491
H  0.12991  0.34781  -1.75018
H  -2.96691  2.10908  -2.36464
H  -1.59621  -2.30495  1.07304
H  0.25986  -1.31560  -2.27875
H  -0.24922  2.63178  3.68106
H  0.90180  -3.47996  -0.43539
H  -1.62555  -1.86093  -1.13941
H  1.26201  3.37212  0.75566
H  -0.23279  2.87163  -0.99491
H  -4.30607  2.10803  -1.67795
H  1.61976  -1.92348  -0.22332
H  1.83776  1.09142  -0.06101
H  2.77095  -1.94236  -2.26327
H  3.05209  -3.42851  1.23737
H  -4.52450  -0.78534  -1.66852
H  1.62197  -3.59059  1.79103
H  -2.59910  -0.14931  3.80174
H  1.06225  2.24958  1.64117
H  1.15414  0.12561  0.96472
H  -5.10019  0.18324  -0.65071
H  -1.43389  0.07977  4.84646

Output
E_LUMO in hartree: -0.0923
ΔE to the lowest compared entry with this formula, charge and spin in kJ/mol: 69.0
Orbital gap in hartree: 0.3986
Max |F| in eV/A: 2.03
Total charge: +1
Energy in hartree: -1089.452541

2.
Below is a cluster of 4 separate species, C40H53ClNO18PS2 in total, with properties calculated with ωB97M-V with the def2-TZVPD basis set.

Cartesian coordinates (Å):
Cl  1.16407  2.08937  -1.44187
S  3.94875  0.63142  -2.93773
S  2.87827  0.49153  3.16235
P  2.76960  -0.81344  -2.39707
O  -7.83753  3.63588  5.48780
O  -7.63395  -1.38133  -0.17592
O  0.00051  -2.07501  1.88507
O  -8.82558  6.08502  6.14097
O  9.90751  2.67554  -2.49879
O  -6.73869  -3.84055  -0.91845
O  -0.05809  1.91621  2.92600
O  -1.21502  -3.22278  -3.58818
O  10.78131  4.59596  -3.44616
O  -11.38186  -3.58724  1.61397
O  -10.44382  -6.05302  0.94928
O  -3.56289  -7.02037  -5.07124
O  -5.69287  -6.53318  -3.44811
O  -1.46418  0.92687  -0.98246
O  0.87245  -1.28836  3.82057
O  -4.16039  5.91273  3.64183
O  -5.10722  8.35734  4.37348
O  -3.30660  -2.78461  -1.90250
N  0.88701  0.72989  1.09111
C  6.78139  -1.71221  0.36846
C  -4.61332  -5.70347  -3.43786
C  0.88018  -1.21969  2.54472
C  -2.28348  -4.06884  -3.57948
C  0.70048  2.08366  1.69437
C  -8.36315  -2.49477  0.10876
C  2.90602  -2.57087  0.97713
C  -2.33164  -5.13242  -4.38300
C  4.41034  -0.55505  0.80046
C  -10.30411  -3.62367  1.04716
C  -3.49099  -6.03154  -4.36257
C  -5.81690  7.23103  4.65491
C  -0.56973  3.19269  3.39148
C  -9.53289  -2.41346  0.74597
C  10.12041  1.39302  -3.15923
C  -4.56340  -4.64074  -2.63124
C  10.15793  -0.03625  -0.88173
C  -7.80226  -3.80733  -0.32114
C  1.00820  0.59899  -0.40779
C  7.83718  -0.46744  0.37106
C  5.42302  -1.11012  -0.31201
C  8.91456  3.73435  -4.75121
C  -3.77255  0.94170  -2.10523
C  -5.22812  5.92825  4.23122
C  -5.96724  4.70326  4.55053
C  9.92110  3.68414  -3.51958
C  10.89183  0.31634  -2.26458
C  2.01786  -0.66266  -0.66532
C  -3.39459  -3.75713  -2.63561
C  2.88373  -0.97590  0.65517
C  -0.38162  -0.04238  -0.96709
C  -7.14157  4.76337  5.18258
C  -2.70406  0.16947  -1.19578
C  -2.14523  3.32905  3.03130
C  1.89313  -0.23204  1.72515
C  -7.74322  6.06769  5.58179
C  -6.99259  7.29148  5.28377
C  8.60559  -0.40662  -1.05151
C  -8.56090  -5.01873  0.00079
C  -9.72951  -4.93821  0.64131
H  11.97610  0.66604  -2.08943
H  -2.78682  2.54551  3.56246
H  1.64888  2.69604  1.82270
H  -7.43166  8.23012  5.59442
H  -6.83574  -1.70429  -0.63799
H  -1.42098  -2.53992  -2.92102
H  7.99645  3.06930  -4.63683
H  -3.92630  0.33243  -3.07411
H  3.51579  -2.04516  -2.49315
H  6.63359  -2.01992  1.45501
H  2.00679  0.97923  4.11776
H  -3.32344  1.93849  -2.42222
H  -1.53155  -5.37119  -5.07077
H  9.43800  3.42245  -5.72853
H  -2.42899  -0.80628  -1.76671
H  -2.48071  4.36493  3.39845
H  3.05576  -2.77152  2.10415
H  -0.74016  -0.93168  -0.34595
H  -9.95208  -1.46737  1.06137
H  -0.07244  0.32278  1.23330
H  -8.64776  3.94488  5.93840
H  8.55395  -1.40802  -1.61285
H  -4.30030  8.04868  3.91755
H  -5.52086  3.76370  4.25348
H  -0.21030  -0.33517  -2.07216
H  7.21727  0.50325  0.44504
H  7.19152  -2.60011  -0.22823
H  -4.80708  1.03453  -1.63283
H  8.03617  0.36040  -1.69753
H  10.25527  0.80544  -0.09843
H  -5.37252  -4.39158  -1.95156
H  -5.48546  -7.22067  -4.11041
H  -0.46230  3.20969  4.53138
H  4.56981  0.57014  0.87901
H  -11.24502  -5.73005  1.40618
H  3.75090  -3.11839  0.44453
H  -2.33747  3.29218  1.90397
H  9.10352  0.95468  -3.43856
H  1.70950  -0.87791  -3.38779
H  0.01565  4.01844  2.86198
H  5.80672  -0.28487  -1.01823
H  1.93259  -3.08963  0.63772
H  1.27007  -1.55222  -0.67465
H  -8.13387  -5.96567  -0.30130
H  8.54955  -0.49055  1.25932
H  0.00349  2.71104  1.01665
H  8.54132  4.80370  -4.93142
H  4.97467  -1.99030  -0.90839
H  10.67223  1.58576  -4.14756
H  10.69169  -0.94484  -0.41538
H  10.97726  -0.63447  -2.90717
H  4.78826  -1.00704  1.79501
H  -3.16029  -0.18294  -0.19890

Output
E_LUMO in hartree: -0.0694
Orbital gap in hartree: 0.2212
Max |F| in eV/A: 7.06
Structure (SMILES): CCOC[N@H+]1[C@](Cl)(COCC)[C@@H]([PH2]=S)[C@@](C)(CCCCCCCCOC(C)=O)[C@]1(S)C(=O)[O-].O=C1C=C(O)C(=O)C=C1O.O=C1C=C(O)C(=O)C=C1O.O=C1C=C(O)C(=O)C=C1O
Total charge: 0
Energy in hartree: -4562.644488

3.
Below is the molecule C5H8N2, with properties calculated with ωB97M-V with the def2-TZVPD basis set.

Cartesian coordinates (Å):
N  -1.38858  0.78308  1.77196
N  -1.56451  -1.05330  0.27715
C  0.69508  -0.24432  0.85825
C  1.69044  0.15622  -1.47652
C  -0.78941  -0.40501  -0.80231
C  0.63401  -0.20246  -0.48908
C  -0.80008  -0.16003  0.98896
H  1.48085  -0.35566  1.58770
H  1.64514  -0.49068  -2.35578
H  -1.31270  -2.02572  0.40805
H  -1.35297  0.17362  -1.52309
H  1.55816  1.19139  -1.82082
H  2.67680  0.08826  -1.01256
H  -0.81075  1.57598  2.01785
H  -2.36147  0.96864  1.57026

Output
E_LUMO in hartree: 0.0377
ΔE to the lowest compared entry with this formula, charge and spin in kJ/mol: 373.5
Orbital gap in hartree: 0.2781
Max |F| in eV/A: 0.81
Structure (SMILES): CC1=C[C@]2(N)N[C@H]12
Total charge: 0
Energy in hartree: -304.693230

4.
Below is the molecule C4H5NO, with properties calculated with ωB97M-V with the def2-TZVPD basis set.

Cartesian coordinates (Å):
O  -0.06954  -0.34194  -2.01583
N  -1.34223  -1.27746  -0.11965
C  0.38282  -0.04317  1.51595
C  0.73587  0.71869  -2.01682
C  -0.73156  0.05121  0.50890
C  -0.63278  -0.50374  -0.78413
H  1.11144  -0.81306  1.24084
H  -1.45421  0.85224  0.66223
H  -0.01857  -0.27221  2.50663
H  1.10620  0.71396  -3.06213
H  0.91255  0.91547  1.56402

Output
E_LUMO in hartree: -0.0102
ΔE to the lowest compared entry with this formula, charge and spin in kJ/mol: 515.1
Orbital gap in hartree: 0.3481
Max |F| in eV/A: 0.68
Total charge: 0
Energy in hartree: -285.218393

5.
Below is a structure of composition C35H43N3O2PbSSi2, with properties calculated with ωB97M-V with the def2-TZVPD basis set.

Cartesian coordinates (Å):
Pb  -12.12995  -16.29249  -1.64759
S  -10.06934  -18.59493  -2.30198
Si  -12.28597  -12.79741  3.09436
Si  -9.66790  -14.76928  2.05837
O  -10.27223  -15.02245  -2.94965
O  -13.55663  -17.98686  -2.33929
N  -13.07046  -14.28258  -2.86783
N  -12.95718  -17.82472  0.33557
N  -14.41871  -15.59136  -0.67402
C  -14.43621  -18.43486  -1.54173
C  -12.63110  -12.91202  4.92517
C  -6.48475  -17.48170  -3.62965
C  -12.52905  -13.17715  -3.30557
C  -10.92916  -11.50190  -3.68731
C  -5.66736  -17.76476  -2.51836
C  -6.27300  -18.11448  -1.29980
C  -16.38223  -19.85009  -0.96317
C  -14.56306  -14.23523  -2.71409
C  -14.04717  -12.75147  2.45452
C  -11.51182  -11.14264  2.62922
C  -13.77440  -19.84683  3.05925
C  -11.19493  -12.82188  -3.36997
C  -8.41051  -18.27642  -2.39990
C  -7.87204  -17.69833  -3.58011
C  -7.57428  -18.49240  -1.25918
C  -12.60907  -18.80268  1.15162
C  -11.39577  -14.34400  2.45508
C  -15.03371  -14.37084  -1.27815
C  -11.38901  -19.54884  3.05214
C  -10.09792  -13.79375  -3.21759
C  -16.10246  -19.82036  0.39125
C  -14.95808  -16.50358  0.02114
C  -8.75297  -13.26168  -3.28779
C  -13.85343  -19.65302  1.60588
C  -8.62633  -13.12932  1.96893
C  -9.20899  -15.51561  0.45775
C  -8.99389  -15.92858  3.39681
C  -15.06856  -18.89616  0.99575
C  -8.52527  -11.92160  -3.63501
C  -11.35842  -18.97847  1.79645
C  -15.53128  -19.20426  -1.92245
C  -14.37916  -17.93315  -0.00546
C  -9.62915  -11.05573  -3.88516
C  -12.54894  -20.01532  3.65271
H  -13.85510  -20.64402  1.08014
H  -4.56945  -17.63939  -2.56298
H  -9.74094  -16.41526  0.22307
H  -14.68763  -19.81401  3.65821
H  -9.82072  -16.62970  3.65830
H  -7.73016  -13.24626  1.32791
H  -14.72817  -12.03607  3.01296
H  -15.11715  -14.97628  -3.31612
H  -7.51155  -11.56746  -3.71611
H  -8.43599  -12.75316  2.97142
H  -8.08816  -18.69293  -0.29674
H  -14.00729  -12.48916  1.41146
H  -11.67880  -13.05666  5.48190
H  -14.96480  -13.28103  -3.00374
H  -8.67422  -15.38611  4.34735
H  -14.80026  -13.48991  -0.67505
H  -10.49657  -10.99063  2.99874
H  -5.99626  -17.05385  -4.47310
H  -9.46540  -10.02950  -4.20917
H  -11.56661  -11.04519  1.52347
H  -12.02420  -15.26824  2.62673
H  -8.09639  -15.75372  0.47821
H  -10.52910  -18.50224  1.27022
H  -9.16842  -12.26613  1.54713
H  -16.68977  -20.41201  1.09299
H  -12.38795  -20.44738  4.65521
H  -12.18526  -10.33601  3.00596
H  -13.26873  -12.19022  5.44831
H  -13.15650  -13.86591  4.95575
H  -15.77297  -19.35994  -2.96916
H  -15.87490  -16.42516  0.70425
H  -11.75023  -10.84448  -3.65853
H  -15.50227  -18.30341  1.86602
H  -8.48710  -17.40427  -4.41664
H  -10.46586  -19.54973  3.62646
H  -9.40999  -14.77750  -0.37078
H  -17.24104  -20.43840  -1.32860
H  -8.08854  -16.51035  3.09528
H  -14.53142  -13.74122  2.43282
H  -16.14069  -14.44467  -1.35612
H  -7.91476  -13.84694  -2.99629
H  -13.10574  -12.33179  -3.53958
H  -5.70876  -18.04307  -0.32486

Output
E_LUMO in hartree: 0.1347
Orbital gap in hartree: 0.1581
Max |F| in eV/A: 4.39
Total charge: -2
Energy in hartree: -2844.181103